# 1
Computed, not measured: a molecular structure, C14H22BN6OPbS2, with ωB97M-V/def2-TZVPD.

```
! wB97M-V def2-TZVPD RIJCOSX def2/J DEFGRID3
* xyz 1 1
Pb -0.089 0.343 -0.169
N -4.295 -1.614 -0.369
C -3.117 -1.064 -0.109
S -2.382 -0.158 -1.405
N -2.627 -1.354 1.098
N -1.599 -0.687 1.554
C -1.158 -1.117 2.724
C -0.013 -0.660 3.404
C 0.270 -1.289 4.648
C 1.396 -1.002 5.351
C 2.340 -0.057 4.839
C 2.120 0.578 3.663
C 0.920 0.353 2.911
O 0.709 1.074 1.883
H -4.732 -1.485 -1.262
H -4.719 -2.219 0.319
H -1.742 -1.896 3.207
H -0.437 -2.019 5.031
H 1.581 -1.493 6.299
H 3.237 0.160 5.407
H 2.807 1.321 3.277
C 1.930 -0.688 -3.876
N 2.982 -0.453 -2.870
C 4.290 -0.135 -3.469
C 2.839 -0.648 -1.562
S 1.523 -1.642 -0.927
N 3.762 -0.127 -0.730
C 3.952 -0.610 0.647
C 4.435 1.162 -0.997
H 2.066 0.042 -4.671
H 0.943 -0.568 -3.455
H 2.016 -1.692 -4.289
H 4.399 -0.743 -4.363
H 5.094 -0.384 -2.784
H 4.353 0.914 -3.752
H 3.770 -1.673 0.722
H 3.299 -0.085 1.348
H 4.987 -0.411 0.922
H 4.079 1.618 -1.912
H 5.516 1.038 -1.045
H 4.198 1.843 -0.178
B 1.916 3.518 -3.349
C 1.389 2.604 -2.207
N 1.022 1.907 -1.349
H 2.749 4.270 -2.887
H 0.954 4.140 -3.760
H 2.390 2.757 -4.182
*
```

Calculated values
energy relative to the best compared isomer or geometry (same formula, charge and spin): 32.7 kJ/mol



# 2
Computed, not measured: a molecular structure, C14H22ClI2O3P2Ru at a distorted geometry, with ωB97M-V/def2-TZVPD.

```
! wB97M-V def2-TZVPD RIJCOSX def2/J DEFGRID3
* xyz 3 5
I -2.622 -0.249 -0.928
I 0.319 0.105 -2.641
Ru -0.096 -0.138 0.137
P -0.073 -2.429 -0.232
C -0.859 -3.265 1.169
C -0.824 -3.183 -1.715
H -0.557 -4.248 -1.743
H 1.709 -3.991 -0.674
H -0.431 -2.696 -2.614
H 2.206 -2.279 -0.933
H -1.760 -2.720 1.477
H -1.913 -3.064 -1.691
C 1.654 -2.968 -0.283
H -1.120 -4.297 0.900
H 2.065 -2.908 0.747
H -0.148 -3.252 2.007
P -0.032 2.162 -0.052
C -0.336 2.987 1.541
C 1.628 2.727 -0.549
H -1.042 2.593 -2.223
H -0.876 4.086 -1.246
H -2.178 2.895 -0.894
C -1.141 3.020 -1.219
H 1.886 2.293 -1.525
H 1.642 3.825 -0.611
H -0.241 4.077 1.442
H 0.378 2.622 2.291
H 2.355 2.376 0.197
H -1.350 2.741 1.876
C -0.903 -0.107 1.786
O -1.363 -0.108 2.859
Cl 1.072 1.231 8.028
C 1.496 0.591 6.494
C 1.405 -0.796 6.262
C 1.670 -1.299 4.989
C 1.993 -0.420 3.953
C 2.155 0.948 4.199
C 1.898 1.466 5.470
C 2.018 -0.965 2.538
O 2.097 -2.214 2.450
O 1.894 -0.108 1.598
H 1.110 -1.456 7.072
H 1.613 -2.365 4.768
H 2.465 1.597 3.385
H 1.988 2.532 5.666
*
```

Calculated values
energy relative to the best compared isomer or geometry (same formula, charge and spin): 0.0 kJ/mol